{
  "formula": "H6O3",
  "method": "the ωB97M-V functional and the def2-TZVPD basis",
  "energy_ha": -229.309536,
  "multiplicity": 1,
  "de_lowest_ev": 0.423,
  "lumo_energy_ev": 0.49,
  "homo_energy_ev": -10.445,
  "smiles": "O.O.O",
  "symbols": ["O", "H", "H", "O", "H", "H", "O", "H", "H"],
  "xyz": [[7.579, -0.936, -6.980], [7.946, -0.421, -7.698], [7.261, -0.285, -6.355], [8.790, -2.816, -5.477], [8.397, -2.065, -5.921], [8.117, -3.111, -4.864], [10.788, -2.138, -3.969], [10.022, -2.575, -4.340], [10.865, -2.499, -3.086]],
  "lowdin_charge": [-0.02, 0.06, 0.06, -0.04, -0.01, 0.06, -0.08, -0.05, 0.02]
}